No. 1
# C25H49ClN4ReSi

C25H49ClN4ReSi as an isolated structure (the ωB97M-V functional and the def2-TZVPD basis, the OMol25 dataset).

```
! wB97M-V def2-TZVPD RIJCOSX def2/J DEFGRID3
* xyz -2 4
Re -1.81472 1.08520 0.26559
Cl 0.24974 1.05576 -0.73722
C -5.70967 2.21313 1.31118
C -3.72005 1.21735 0.85316
N -4.45174 2.37792 0.75310
H -6.59009 0.41828 2.23767
N -4.56909 0.32475 1.45449
H -6.44941 2.99356 1.33908
C -3.98292 3.62741 0.05702
C -5.14675 4.62209 -0.02391
C -2.82554 4.25195 0.84593
H -5.48196 4.93731 0.96941
H -4.79568 5.51192 -0.55263
H -5.99658 4.21158 -0.57875
H -3.29404 4.17185 -1.91900
H -4.33104 2.72391 -1.89822
H -1.98658 3.55044 0.91000
C -3.53891 3.25939 -1.36687
H -3.14834 4.52560 1.85551
H -2.48392 5.15608 0.33243
H -2.63309 2.63788 -1.34976
C -5.78004 0.93458 1.75393
C -3.78207 -1.23450 3.21314
H -4.48507 -0.77554 3.91626
H -3.67159 -2.29156 3.47636
C -4.31125 -1.12704 1.77581
H -3.21430 -2.79684 1.00637
C -5.64344 -1.88795 1.65449
H -6.11302 -1.71505 0.68101
H -2.81312 -0.74483 3.31366
H -2.34205 -1.25812 0.83249
H -6.35097 -1.62271 2.44576
H -5.43479 -2.95678 1.75111
C -3.32428 -1.73262 0.77442
H -3.69618 -1.63493 -0.25013
C 6.21146 -1.42417 -2.46329
N 4.97943 -0.78419 -2.37385
H 6.66191 -3.56661 -2.15872
N 4.61112 -2.84248 -1.95062
H 7.13496 -0.92318 -2.70282
C 4.72052 0.66951 -2.59122
C 6.02816 1.39318 -2.92290
C 3.72804 0.80314 -3.75552
H 6.48088 1.00628 -3.84194
H 5.81337 2.45493 -3.07488
H 6.75290 1.30960 -2.10622
H 3.86293 2.29684 -1.43910
H 4.81665 1.14733 -0.47025
H 2.81785 0.24467 -3.52426
C 4.10999 1.23838 -1.30198
H 4.16111 0.39930 -4.67691
H 3.47852 1.85740 -3.91753
H 3.20363 0.68192 -1.05180
C 5.97691 -2.73572 -2.19325
C 2.79917 -4.31634 -2.68553
H 3.26652 -4.46529 -3.66458
H 2.20210 -5.20205 -2.44274
C 3.86925 -4.09126 -1.60730
H 2.61699 -4.76799 0.03157
C 4.83283 -5.27989 -1.56032
H 5.60501 -5.14257 -0.79591
H 2.14723 -3.44116 -2.74001
H 2.56053 -3.00811 -0.27111
H 5.31591 -5.44522 -2.52911
H 4.26664 -6.18131 -1.30837
C 3.20962 -3.88645 -0.23562
H 3.97050 -3.72764 0.53601
C 3.96155 -1.64232 -2.05587
C -0.03096 -0.74682 2.75445
Si -0.60310 1.00780 2.40184
C 0.97301 2.01637 2.31333
C -1.61273 1.79928 3.76881
H 0.63502 -1.07336 1.92945
H -0.86152 -1.47010 2.81932
H 0.53746 -0.76363 3.70527
H 0.73073 3.06947 2.06309
H 1.48067 1.97704 3.29887
H 1.66165 1.59833 1.55272
H -1.78553 2.86334 3.51170
H -2.59599 1.31751 3.90763
H -1.04038 1.74683 4.71660
*
```

Properties
Relative energy (zero: lowest compared OMol25 entry of this formula, charge and spin)   0.0 kJ/mol
Max |F|   0.055 Eh/bohr
Gap between HOMO and LUMO (alpha / beta)   1.31 / 4.02 eV
Expectation value of S²   3.838

Results of the Löwdin charge analysis, in e, for atoms 1 through 4: atom 1 (Re): 0.41, atom 2 (Cl): -0.14, atom 3 (C): -0.09, atom 4 (C): -0.37



No. 2
# C10H14BClMnN6O4

C10H14BClMnN6O4 as an isolated structure (the ωB97M-V functional and the def2-TZVPD basis, the OMol25 dataset).

```
! wB97M-V def2-TZVPD RIJCOSX def2/J DEFGRID3
* xyz 0 6
H -0.24613 -2.47996 -2.15706
N -0.40268 -0.55460 -1.31041
B -1.26755 1.69269 -0.44584
N -1.31170 0.48791 -1.44188
C -2.18886 0.18293 -2.42552
Mn 1.23653 -0.40633 0.08182
H -2.95297 0.89016 -2.64846
C -1.85910 -1.09118 -2.91110
H -2.34597 -1.61626 -3.72003
C -0.78067 -1.54759 -2.15821
H -2.12135 2.49620 -0.66728
C 2.30327 -0.66235 1.65899
H 2.91820 -1.56485 1.47602
H 1.61564 -0.80069 2.51452
H 2.92481 0.22439 1.83312
N 0.18117 2.23218 -0.44209
N -1.42602 1.00836 0.93788
N 1.25494 1.36419 -0.16440
N -0.55205 0.00779 1.31582
C 0.66402 3.42574 -0.75262
C -2.38988 1.16414 1.86924
H -0.04027 4.23914 -1.02767
H -3.16632 1.87019 1.66583
C 2.03925 3.41571 -0.68307
C -2.12707 0.26426 2.89796
C 2.39216 2.10957 -0.31264
C -0.97016 -0.44992 2.51547
H 2.73267 4.22010 -0.88070
H -2.69603 0.13666 3.80340
H 3.33854 1.63810 -0.11533
H -0.40481 -1.19975 3.02464
H 1.27134 -0.63259 -1.66391
O 0.30807 -4.23472 -1.26357
Cl 0.88301 -4.05047 0.06782
O 0.18452 -4.82696 1.05079
O 2.29872 -4.34278 0.04863
O 0.70274 -2.60940 0.42983
*
```

Properties
Max |F|   0.131 Eh/bohr
Gap between HOMO and LUMO (alpha / beta)   7.30 / 7.16 eV
Expectation value of S²   8.902

Results of the Löwdin charge analysis, in e, for atoms 1 through 4: atom 1 (H): 0.08, atom 2 (N): -0.09, atom 3 (B): -0.47, atom 4 (N): 0.00



No. 3
# C30H22BrMnN6O4

C30H22BrMnN6O4 as an isolated structure (the ωB97M-V functional and the def2-TZVPD basis, the OMol25 dataset).

```
! wB97M-V def2-TZVPD RIJCOSX def2/J DEFGRID3
* xyz 1 4
Mn -0.68577 -0.39309 -2.05019
O -2.49363 4.57893 -1.00167
C -1.46178 4.40095 -0.16453
C -1.24463 5.40653 0.78053
C -0.19064 5.31089 1.66254
C 0.66863 4.21040 1.63134
C 0.45044 3.20636 0.71642
C -0.61531 3.27486 -0.18796
C -0.82324 2.16229 -1.12887
O -0.08166 1.10054 -0.97611
N -1.72290 2.27233 -2.08689
N -1.80401 1.06602 -2.77007
C -1.68805 1.03424 -4.04737
C -1.65079 -0.31082 -4.65832
C -1.77532 -0.43779 -6.02593
C -1.78117 -1.72468 -6.55155
C -1.63305 -2.80362 -5.69684
C -1.43144 -2.57389 -4.34341
N -1.42468 -1.34750 -3.82491
H -2.51334 3.85576 -1.65984
H -1.91337 6.25678 0.78795
H -0.02810 6.10491 2.38061
H 1.51459 4.15451 2.30705
H 1.09993 2.34237 0.67862
H -1.58733 1.91527 -4.67441
H -1.88539 0.43969 -6.64764
H -1.90077 -1.88595 -7.61520
H -1.63935 -3.81813 -6.07039
H -1.25198 -3.38956 -3.65501
Br 3.20856 3.60396 3.97045
C 2.52914 1.87190 4.31057
C 3.35407 0.91564 4.88539
C 2.85728 -0.35188 5.15115
C 1.55913 -0.65560 4.76675
C 0.72800 0.31284 4.22240
C 1.20841 1.59328 4.00797
N 1.04439 -1.96315 5.01527
N 0.54222 -2.61967 4.09400
C 0.68141 -2.19927 2.71989
C 1.92703 -2.11488 2.16071
C 2.08687 -1.87634 0.78330
C 0.99204 -1.74138 -0.00611
O 1.07169 -1.47016 -1.37233
C -0.30979 -1.78694 0.53901
N -1.36310 -1.51106 -0.28137
C -2.57630 -1.53419 0.22737
C -2.83306 -1.84973 1.56991
C -1.78869 -2.09829 2.41154
C -0.47200 -2.05231 1.91404
H 4.37427 1.16709 5.14054
H 3.47436 -1.10269 5.62755
H -0.30033 0.07448 3.99637
H 0.55705 2.36462 3.62005
H 2.80546 -2.22198 2.78295
H 3.08078 -1.77852 0.36451
H -3.39282 -1.28428 -0.43951
H -3.85596 -1.86685 1.92056
H -1.95120 -2.32654 3.45855
C 2.17048 -3.64826 -1.81418
C 1.59716 -2.36336 -2.31660
O 1.51625 -2.01080 -3.44787
H 2.28844 -4.30987 -2.66617
H 1.53312 -4.10190 -1.05566
H 3.14981 -3.47251 -1.36895
*
```

Properties
Relative energy (zero: lowest compared OMol25 entry of this formula, charge and spin)   0.0 kJ/mol
Max |F|   0.022 Eh/bohr
Gap between HOMO and LUMO (alpha / beta)   6.78 / 6.77 eV
Expectation value of S²   3.771

Results of the Löwdin charge analysis, in e, for atoms 1 through 4: atom 1 (Mn): 0.85, atom 2 (O): 0.07, atom 3 (C): -0.26, atom 4 (C): 0.00



No. 4
# C3H5ClNP

A 2-piece molecular cluster, C3H5ClNP overall (the ωB97M-V functional and the def2-TZVPD basis, the OMol25 dataset).

```
! wB97M-V def2-TZVPD RIJCOSX def2/J DEFGRID3
* xyz 0 1
C 0.17041 -2.26529 -1.50838
C 0.85988 0.61324 -0.06380
C -0.26049 0.80211 0.95939
N 0.91418 -2.82757 -2.15766
P -1.46939 -0.60748 0.88985
Cl -2.80437 0.28229 -0.35242
H 0.41566 0.32393 -1.04444
H 1.43703 1.62868 0.02609
H 1.33862 -0.30231 0.33471
H -0.76065 1.68836 0.96924
H 0.15913 0.66404 1.94742
*
```

Properties
Relative energy (zero: lowest compared OMol25 entry of this formula, charge and spin)   402.0 kJ/mol
Max |F|   0.082 Eh/bohr
Gap between HOMO and LUMO (alpha / beta)   7.72 / 5.72 eV

Results of the Löwdin charge analysis, in e, for atoms 1 through 4: atom 1 (C): -0.30, atom 2 (C): -0.18, atom 3 (C): -0.58, atom 4 (N): -0.10



No. 5
# C9H5ClN9O2Tc

C9H5ClN9O2Tc as an isolated structure (the ωB97M-V functional and the def2-TZVPD basis, the OMol25 dataset).

```
! wB97M-V def2-TZVPD RIJCOSX def2/J DEFGRID3
* xyz 1 2
Tc 0.24801 -0.22936 0.06161
Cl 1.64609 5.61946 -4.04345
C 1.07892 4.34039 -3.05156
C -0.23797 4.35164 -2.59285
C -0.73083 3.33546 -1.78995
C 0.10830 2.28458 -1.43712
O -0.42341 1.31664 -0.64855
C 1.44956 2.25879 -1.89479
C 2.35140 1.20167 -1.55614
O 2.06909 0.21426 -0.84722
C 1.92440 3.30184 -2.70749
H -0.88375 5.17282 -2.87236
H -1.75172 3.35443 -1.44027
H 3.37813 1.23486 -1.93542
H 2.94692 3.28592 -3.05827
N -1.61410 -2.33850 1.99881
C -0.93286 -1.33715 2.60222
N -0.87105 -1.10402 3.87346
N -0.07498 0.02351 3.97104
N 0.30243 0.45352 2.86800
N -0.19249 -0.40917 1.87950
C -1.62108 -2.51566 0.65874
N -2.24349 -3.44454 0.00746
N -1.95010 -3.17902 -1.31932
N -1.23106 -2.17727 -1.47276
N -0.92490 -1.67088 -0.20021
H -2.12947 -2.99073 2.57630
*
```

Properties
Relative energy (zero: lowest compared OMol25 entry of this formula, charge and spin)   0.0 kJ/mol
Max |F|   0.016 Eh/bohr
Gap between HOMO and LUMO (alpha / beta)   5.57 / 6.07 eV
Expectation value of S²   0.761

Results of the Löwdin charge analysis, in e, for atoms 1 through 4: atom 1 (Tc): 1.73, atom 2 (Cl): 0.76, atom 3 (C): -0.64, atom 4 (C): -0.03



No. 6
# H2

A 2-piece molecular cluster, H2 overall (the ωB97M-V functional and the def2-TZVPD basis, the OMol25 dataset).

```
! wB97M-V def2-TZVPD RIJCOSX def2/J DEFGRID3
* xyz 0 1
H -0.77702 -0.02032 0.41858
H 0.77702 0.02032 -0.41858
*
```

Properties
Relative energy (zero: lowest compared OMol25 entry of this formula, charge and spin)   408.4 kJ/mol
Max |F|   0.071 Eh/bohr
Gap between HOMO and LUMO   9.33 eV

Want to see where the charge sits? The Löwdin charges in e are: atom 1 (H): 0.00, atom 2 (H): 0.00